# C4H12

A cluster of 2 separate species, C4H12 in total at a distorted geometry (ωB97M-V with the def2-TZVPD basis set, OMol25).

Each line ends with the natural charge from an NBO analysis.
Element x y z (Å)
C1 0.29 0.80 -2.05  -0.6114
C2 0.69 2.26 -1.67  -0.6122
H1 0.46 0.32 -3.06  0.2136
H2 0.53 0.18 -1.29  0.1934
H3 -0.85 0.57 -2.03  0.1963
H4 0.34 2.48 -0.70  0.2096
H5 1.72 2.50 -1.73  0.2052
H6 0.32 2.85 -2.52  0.2060
C3 -0.33 -1.91 2.51  -0.6264
C4 -0.59 -1.09 1.21  -0.6041
H7 -0.35 -3.09 2.47  0.2022
H8 0.79 -1.72 2.88  0.2097
H9 -1.17 -1.80 3.21  0.2144
H10 -0.51 -0.05 1.52  0.2038
H11 -1.70 -1.25 0.83  0.1980
H12 0.02 -1.27 0.40  0.2020

Its HOMO energy is -11.2 eV. As for the HOMO-LUMO gap: 12.275 eV. As for the SMILES: CC.CC.

***

# C4H7Br2NO

A structure of composition C4H7Br2NO at a distorted geometry (ωB97M-V with the def2-TZVPD basis set, OMol25).

Each line ends with the natural charge from an NBO analysis.
Element x y z (Å)
C1 -0.75 1.15 0.43  0.6771
C2 0.96 0.09 -1.13  -0.5933
C3 0.52 -1.30 0.99  -0.3376
C4 0.56 0.12 0.41  -0.3491
N1 -1.91 0.94 -0.21  -0.8240
O1 -0.55 2.28 0.87  -0.6202
Br1 -0.63 -2.48 -0.05  0.0327
Br2 2.37 -1.99 1.07  0.0514
H1 -0.01 -0.14 -1.67  0.2049
H2 1.36 0.89 -1.60  0.2233
H3 1.61 -0.67 -1.22  0.2098
H4 0.03 -1.26 2.06  0.2591
H5 1.20 0.75 1.08  0.2646
H6 -2.13 0.03 -0.58  0.3870
H7 -2.64 1.60 -0.44  0.4144

Its HOMO energy is -9.8 eV. As for the HOMO-LUMO gap: 10.031 eV.

***

# C17H30BiNO2P2Se

A structure of composition C17H30BiNO2P2Se at a distorted geometry (ωB97M-V with the def2-TZVPD basis set, OMol25).

Each line ends with the natural charge from an NBO analysis.
Element x y z (Å)
C1 1.00 -0.98 -4.11  -0.2955
C2 1.08 -0.58 -2.76  0.2559
N1 -0.11 -0.42 -2.07  -0.6330
C3 -1.32 -0.70 -2.63  0.2766
C4 -1.41 -1.07 -3.96  -0.3193
C5 -0.23 -1.21 -4.71  -0.1198
C6 2.30 -0.27 -2.10  -0.8941
P1 2.34 -0.03 -0.34  0.9732
Bi1 -0.02 0.15 0.07  0.8665
P2 -2.36 0.32 -0.19  1.0196
C7 -2.53 -0.70 -1.73  -0.7679
O1 1.83 2.51 -2.88  -0.9927
O2 -0.82 2.97 -2.59  -0.9919
H1 1.93 -1.11 -4.67  0.2208
H2 -2.40 -1.28 -4.40  0.2200
H3 -0.28 -1.51 -5.76  0.2217
C8 3.08 -1.42 0.55  -0.9483
C9 3.39 1.40 0.06  -0.9521
H4 -3.44 -0.41 -2.28  0.2539
H5 -2.70 -1.74 -1.37  0.2624
H6 2.05 1.57 -2.62  0.4999
H7 3.24 -0.53 -2.62  0.2353
C10 -3.34 -0.49 1.09  -0.9622
C11 -3.13 1.91 -0.54  -0.9687
H8 0.39 1.76 -0.01  0.0313
H9 -0.72 3.86 -2.22  0.4649
H10 0.12 2.73 -2.81  0.5064
H11 2.18 2.58 -3.79  0.4764
H12 -0.13 -1.27 0.46  -0.2217
H13 -0.14 1.63 -0.85  -0.1380
H14 4.12 -1.55 0.22  0.2323
H15 3.06 -1.23 1.64  0.2451
H16 2.51 -2.34 0.34  0.2571
H17 4.44 1.15 -0.19  0.2328
H18 3.07 2.27 -0.53  0.2680
H19 3.32 1.63 1.14  0.2549
H20 -4.20 1.77 -0.78  0.2290
H21 -3.04 2.57 0.34  0.2647
H22 -2.60 2.38 -1.39  0.3004
H23 -4.40 -0.54 0.79  0.2346
H24 -2.95 -1.50 1.28  0.2608
H25 -3.25 0.09 2.02  0.2807
Se1 -0.42 1.27 2.51  -0.3429
C12 -0.17 -0.13 3.77  -0.1932
C13 -1.24 -0.51 4.60  -0.1922
C14 -1.06 -1.47 5.59  -0.2258
C15 0.20 -2.05 5.78  -0.2484
C16 1.27 -1.67 4.96  -0.1946
C17 1.09 -0.72 3.97  -0.2691
H26 -2.22 -0.04 4.47  0.2015
H27 -1.89 -1.75 6.24  0.2086
H28 0.34 -2.79 6.56  0.2093
H29 2.25 -2.12 5.11  0.2069
H30 1.92 -0.40 3.35  0.2002

Its HOMO energy (spin up / spin down) is -4.5 / -4.2 eV. As for the HOMO-LUMO gap (spin up / spin down): 4.676 / 4.637 eV.

***

# C15H30F9Na4O15S3

A structure of composition C15H30F9Na4O15S3 at a distorted geometry (ωB97M-V with the def2-TZVPD basis set, OMol25).

Each line ends with the Löwdin charge.
Element x y z (Å)
Na1 -19.41 -7.05 -9.18  0.9768
Na2 -15.73 -3.02 -5.55  0.9768
Na3 -9.13 -7.78 -3.20  0.9739
Na4 -11.84 -12.17 -9.95  0.9768
C1 -16.73 -10.29 -4.01  -0.5412
F1 -16.05 -11.10 -3.12  0.0807
F2 -17.75 -10.90 -4.70  0.0811
F3 -17.40 -9.43 -3.18  0.0764
S1 -15.44 -9.46 -5.18  0.5157
O1 -14.28 -8.92 -4.41  -0.3842
O2 -14.94 -10.53 -6.07  -0.3906
O3 -16.22 -8.40 -5.88  -0.4083
C2 -9.48 -6.40 -9.68  -0.6456
F4 -9.69 -6.13 -10.99  0.1049
F5 -10.39 -7.25 -9.15  0.0677
F6 -8.25 -6.82 -9.50  0.1444
S2 -9.76 -4.75 -8.68  0.4636
O4 -9.22 -3.56 -9.36  -0.3448
O5 -11.17 -4.78 -8.41  -0.3596
O6 -8.95 -5.02 -7.49  -0.4078
C3 -18.57 -0.77 -12.05  -0.6929
F7 -19.39 -1.59 -12.63  0.1447
F8 -18.26 0.13 -12.97  0.1343
F9 -19.22 -0.15 -11.05  0.1010
S3 -17.03 -1.72 -11.34  0.4877
O7 -16.48 -2.58 -12.40  -0.3632
O8 -16.05 -0.77 -10.83  -0.3515
O9 -17.68 -2.45 -10.22  -0.4367
C4 -16.55 -19.20 -7.46  -0.0948
O10 -15.24 -18.60 -7.47  -0.2003
C5 -15.29 -17.35 -6.81  -0.2222
C6 -13.83 -16.88 -6.48  -0.1191
O11 -13.04 -16.61 -7.71  -0.2235
C7 -12.64 -17.75 -8.52  -0.1001
H1 -17.38 -18.64 -7.86  0.0876
H2 -16.84 -19.56 -6.47  0.0885
H3 -16.45 -20.08 -8.10  0.0893
H4 -15.88 -17.37 -5.89  0.1182
H5 -15.81 -16.57 -7.37  0.1200
H6 -13.38 -17.74 -5.99  0.1199
H7 -13.89 -15.94 -5.91  0.1185
H8 -12.45 -17.29 -9.49  0.0778
H9 -13.40 -18.52 -8.65  0.0704
H10 -11.77 -18.33 -8.19  0.0805
C8 -11.53 -10.72 1.14  -0.0936
O12 -10.96 -11.71 0.30  -0.2265
C9 -9.99 -12.62 0.81  -0.1769
C10 -10.36 -14.01 0.34  -0.1998
O13 -11.19 -14.57 1.34  -0.1753
C11 -11.55 -15.87 0.92  -0.1289
H11 -11.98 -11.27 1.97  0.0946
H12 -12.24 -10.01 0.71  0.0836
H13 -10.68 -10.10 1.42  0.0775
H14 -9.90 -12.43 1.88  0.1280
H15 -9.03 -12.28 0.42  0.1142
H16 -9.49 -14.66 0.28  0.1239
H17 -10.97 -14.01 -0.56  0.1291
H18 -12.29 -16.32 1.59  0.0928
H19 -10.69 -16.51 0.77  0.0854
H20 -12.05 -15.94 -0.04  0.0810
C12 -18.21 -14.22 4.36  -0.1031
O14 -19.36 -15.10 4.26  -0.1884
C13 -20.66 -14.46 4.03  -0.1538
C14 -21.18 -13.52 5.14  -0.2382
O15 -20.35 -12.43 5.29  -0.1848
C15 -20.99 -11.39 5.91  -0.1311
H21 -18.10 -13.63 3.45  0.0792
H22 -17.34 -14.86 4.41  0.0805
H23 -18.16 -13.50 5.18  0.0743
H24 -21.38 -15.28 3.96  0.1199
H25 -20.66 -13.90 3.10  0.1187
H26 -21.36 -14.07 6.07  0.1313
H27 -22.17 -13.26 4.78  0.1175
H28 -20.36 -10.55 5.65  0.0980
H29 -21.00 -11.56 6.99  0.0912
H30 -22.04 -11.26 5.65  0.0886

As for the total charge: +1. Its HOMO energy is -9.1 eV. As for the HOMO-LUMO gap: 4.276 eV.

***

# C24H30N6

A cluster of 6 separate species, C24H30N6 in total (ωB97M-V with the def2-TZVPD basis set, OMol25).

Each line ends with the natural charge from an NBO analysis.
Element x y z (Å)
C1 -0.68 -2.75 -4.77  -0.3084
C2 -0.11 -1.71 -3.98  -0.2949
C3 0.20 -0.68 -4.82  -0.0896
N1 -0.16 -1.06 -6.09  -0.5084
C4 -0.69 -2.32 -6.06  -0.0794
H1 -1.02 -3.70 -4.39  0.2213
H2 0.06 -1.73 -2.92  0.2310
H3 0.61 0.29 -4.61  0.2084
H4 0.05 -0.54 -6.92  0.4097
H5 -0.97 -2.84 -6.97  0.2107
C5 0.87 -0.05 0.84  -0.3150
C6 1.56 0.00 -0.41  -0.3349
C7 0.89 0.90 -1.20  -0.0730
N2 -0.17 1.37 -0.49  -0.5172
C8 -0.19 0.81 0.75  -0.0726
H6 1.11 -0.66 1.70  0.2290
H7 2.38 -0.63 -0.71  0.2218
H8 1.08 1.20 -2.21  0.2062
H9 -0.84 2.03 -0.86  0.4343
H10 -0.99 1.03 1.43  0.2038
C9 -5.24 1.44 3.12  -0.3071
C10 -3.96 1.33 2.49  -0.3036
C11 -3.41 2.58 2.48  -0.0888
N3 -4.30 3.44 3.06  -0.5062
C12 -5.42 2.76 3.44  -0.0765
H11 -5.95 0.65 3.26  0.2221
H12 -3.51 0.42 2.13  0.2230
H13 -2.44 2.92 2.16  0.2145
H14 -4.17 4.43 3.18  0.4127
H15 -6.24 3.22 3.96  0.2122
C13 6.61 -0.97 1.90  -0.3140
C14 5.48 -1.61 2.46  -0.3063
C15 4.36 -0.98 1.96  -0.0795
N4 4.78 0.02 1.13  -0.5034
C16 6.15 0.03 1.08  -0.0777
H16 7.64 -1.22 2.10  0.2189
H17 5.43 -2.45 3.13  0.2066
H18 3.32 -1.17 2.15  0.2205
H19 4.16 0.62 0.62  0.4228
H20 6.68 0.75 0.48  0.2083
C17 -1.58 3.26 -2.79  -0.3297
C18 -2.19 3.72 -1.58  -0.3282
C19 -3.17 2.82 -1.26  -0.0833
N5 -3.16 1.82 -2.19  -0.5026
C20 -2.21 2.09 -3.14  -0.0703
H21 -0.81 3.75 -3.35  0.2263
H22 -1.96 4.65 -1.10  0.2264
H23 -3.82 2.80 -0.40  0.2297
H24 -3.73 1.00 -2.14  0.4203
H25 -2.03 1.43 -3.97  0.2245
C21 0.04 -2.92 2.72  -0.3050
C22 0.83 -3.57 1.73  -0.3000
C23 2.07 -3.76 2.28  -0.0758
N6 2.05 -3.27 3.55  -0.5135
C24 0.80 -2.75 3.84  -0.0888
H26 -1.00 -2.64 2.62  0.2217
H27 0.51 -3.78 0.73  0.2244
H28 2.96 -4.22 1.90  0.2167
H29 2.80 -3.37 4.21  0.4123
H30 0.64 -2.20 4.74  0.2132

Its HOMO energy is -7.9 eV. As for the HOMO-LUMO gap: 8.670 eV. As for the SMILES: c1cc[nH]c1.c1cc[nH]c1.c1cc[nH]c1.c1cc[nH]c1.c1cc[nH]c1.c1cc[nH]c1.

***

# C10H10NO4P

The ion C10H10NO4P with charge -2 at a distorted geometry (ωB97M-V with the def2-TZVPD basis set, OMol25).

Each line ends with the natural charge from an NBO analysis.
Element x y z (Å)
C1 -0.84 -1.65 -2.46  -0.3432
C2 -0.27 -0.46 -2.94  -0.2221
C3 -0.78 -1.91 -1.07  -0.2055
C4 0.26 0.50 -2.13  -0.3084
C5 -0.28 -0.98 -0.23  -0.1009
C6 0.15 0.30 -0.71  0.2357
C7 -0.07 -1.28 1.19  -0.4194
C8 0.93 -0.26 1.93  -0.4004
C9 0.47 1.17 1.63  0.3056
C10 1.31 2.06 0.90  -0.5293
N1 0.28 1.35 0.15  -0.4809
O1 -1.45 3.00 4.25  -1.1770
O2 -0.66 1.48 2.34  -0.8143
O3 -1.33 3.89 1.75  -1.0301
O4 0.89 3.39 3.05  -1.1750
P1 -0.59 3.03 3.02  2.4781
H1 -1.40 -2.39 -3.10  0.1769
H2 -0.48 -0.10 -4.00  0.1738
H3 -1.38 -2.77 -0.74  0.1775
H4 0.61 1.45 -2.34  0.2079
H5 -1.10 -1.28 1.62  0.2014
H6 0.37 -2.23 1.23  0.1874
H7 1.02 -0.59 3.06  0.1961
H8 1.97 -0.48 1.46  0.2058
H9 -0.82 3.62 0.97  0.4871
H10 1.05 3.13 1.10  0.1730

As for the total charge: -2. Its HOMO energy is 1.1 eV. As for the HOMO-LUMO gap: 4.573 eV.